[1]
Molecular formula: C4H11N3O2
Method: DFT, ωB97M-V/def2-TZVPD

Last column: Löwdin charge in e.
Geometry (Å):
H  -2.828  -0.585  -2.316  0.071
H  1.351  0.652  0.961  0.060
C  -1.998  -1.291  -2.452  -0.143
H  -0.409  0.026  -2.334  0.096
N  -0.248  -1.927  0.039  0.129
H  -0.570  -2.810  -0.308  0.090
N  -0.945  0.309  0.048  0.128
H  -2.254  -2.159  -1.852  0.069
H  -1.444  1.037  -0.441  0.065
O  2.844  2.342  1.057  0.037
N  -0.649  -0.909  -2.023  -0.041
H  -2.228  -1.505  -3.502  0.073
C  1.121  1.004  1.969  -0.032
H  0.245  -1.993  0.911  0.091
O  1.887  3.183  2.845  0.123
H  1.226  0.304  2.797  0.088
H  3.639  1.818  1.029  0.104
C  -0.647  -0.761  -0.542  -0.547
H  0.007  0.987  2.047  0.077
C  1.901  2.280  2.065  -0.536

Its structure (SMILES) is [H]/N=C(/N)NC.CC(=O)O. The orbital gap is 9.820 eV. Its spin multiplicity is 1. The energy is -473.70071 hartree.

=====

[2]
Molecular formula: C5H11NO4
Method: DFT, ωB97M-V/def2-TZVPD

Last column: Löwdin charge in e.
Geometry (Å):
C  -1.060  -0.853  -0.735  -0.105
C  0.424  -0.768  1.394  -0.150
H  -0.510  -0.910  -1.678  0.101
N  0.301  1.437  -0.800  0.191
H  0.148  -1.006  2.425  0.069
H  -2.595  1.915  -0.835  0.116
O  -2.125  1.217  -1.312  0.051
O  -1.467  0.925  0.837  -0.068
H  -1.134  -2.186  0.948  0.102
C  -1.276  0.625  -0.404  -0.617
O  2.018  -0.114  -0.850  0.118
C  -0.356  -1.651  0.401  -0.216
O  2.181  1.657  0.509  0.154
C  1.387  0.923  -0.271  -0.520
H  -2.051  -1.267  -0.927  0.122
H  1.472  -0.461  -1.568  0.127
H  3.008  1.182  0.670  0.139
H  0.138  2.379  -0.465  0.131
H  1.497  -0.924  1.330  0.056
H  0.298  -2.402  -0.044  0.097
H  -0.295  0.283  1.377  0.102

The orbital gap is 8.706 eV. Its spin multiplicity is 1. The energy is -552.75347 hartree.

=====

[3]
Molecular formula: C24H26NO2
Method: DFT, ωB97M-V/def2-TZVPD

Last column: Löwdin charge in e.
Geometry (Å):
C  0.163  -4.826  3.496  -0.098
C  -0.731  3.396  0.359  -0.233
C  2.559  1.583  -2.364  -0.004
H  2.766  1.602  -3.442  0.093
H  -2.505  5.710  -0.171  0.129
C  -2.858  3.594  -0.630  -0.102
C  0.469  -3.555  2.785  -0.146
H  -0.500  -4.662  4.353  0.126
H  -3.770  3.763  -0.042  0.127
H  1.006  0.968  1.894  0.108
H  2.093  -0.428  1.216  0.089
H  3.514  -1.999  2.485  0.125
C  -0.521  -0.831  0.307  -0.185
H  3.473  1.267  -1.847  0.102
H  2.336  2.605  -2.026  0.103
C  0.287  -1.609  1.369  -0.165
C  -0.633  -0.166  -2.145  -0.128
C  -2.053  4.893  -0.752  -0.101
C  -0.718  0.655  0.616  -0.167
C  1.464  -0.416  -1.179  0.057
H  -1.513  -1.298  0.288  0.143
H  -0.985  1.471  -4.156  0.095
H  -1.921  -0.401  -3.827  0.109
C  0.077  -0.994  -1.068  -0.145
H  -1.386  -2.899  1.911  0.128
C  2.452  -2.178  2.354  0.031
C  -1.965  -0.367  -2.727  0.016
H  2.346  -0.770  -0.660  0.126
C  1.636  -1.326  1.629  -0.076
H  1.204  3.396  1.320  0.127
C  -1.882  1.286  0.152  0.008
C  1.856  -3.314  2.911  -0.223
C  1.480  0.643  -2.018  -0.242
H  1.608  -5.400  5.055  0.126
H  -1.923  5.219  -1.793  0.122
H  -2.364  -1.323  -2.364  0.109
N  0.222  0.731  -2.606  0.007
H  1.834  -6.258  3.505  0.125
C  1.543  -5.306  3.964  -0.105
C  -1.908  2.671  0.060  -0.151
C  0.351  2.792  1.016  0.024
C  -0.317  -2.698  2.019  0.036
C  0.263  1.435  1.254  -0.017
C  -0.070  1.739  -3.621  0.045
O  2.539  -4.298  3.555  -0.010
H  -0.310  -5.562  2.839  0.124
H  0.031  -2.060  -1.349  0.189
H  -2.680  0.421  -2.437  0.101
H  -2.755  0.714  -0.185  0.128
H  0.762  1.798  -4.333  0.108
H  -3.157  3.214  -1.616  0.114
O  -0.703  4.645  -0.183  -0.022
H  -0.201  2.734  -3.173  0.119

Its structure (SMILES) is CC1=C[C@@H](C(c2ccc3c(c2)CCO3)c2ccc3c(c2)CCO3)C(C)=[N+]1C. The orbital gap is 6.754 eV. Its spin multiplicity is 1. As for the net charge: +1. The energy is -1135.11197 hartree.

=====

[4]
Molecular formula: C21H21N3O4
Method: DFT, ωB97M-V/def2-TZVPD

Last column: Löwdin charge in e.
Geometry (Å):
C  -0.601  1.262  -2.378  -0.081
N  4.840  -0.476  -0.231  0.124
C  2.734  0.592  0.095  -0.186
C  2.155  -0.672  0.329  -0.135
C  -4.762  -1.334  -0.520  -0.324
C  0.081  0.079  1.486  -0.014
C  -1.265  -0.031  1.729  0.010
H  4.618  1.559  -0.274  0.127
H  -3.142  -1.774  -1.845  0.087
H  1.351  0.431  -2.080  0.129
C  -6.064  -1.208  -0.724  0.053
H  -2.040  3.600  -0.424  0.105
H  -0.881  5.181  0.878  0.097
H  1.597  -2.823  -0.402  0.070
O  2.049  1.781  0.123  0.045
C  0.867  1.861  -0.572  -0.204
H  -1.783  0.687  2.344  0.119
C  4.193  -1.637  -0.122  -0.450
N  4.899  -2.769  -0.353  0.145
C  -1.287  2.913  -0.775  -0.015
C  -4.235  -1.919  0.771  -0.151
H  -3.062  -0.178  -1.113  0.067
O  0.625  -2.973  -0.449  0.065
H  0.634  0.891  1.932  0.129
H  -6.790  -1.503  0.014  0.059
H  -2.487  2.269  -2.418  0.104
C  0.037  -1.972  0.229  -0.249
H  -3.782  -2.899  0.583  0.123
C  -3.741  -0.919  -1.533  -0.047
H  -1.602  3.872  1.859  0.096
C  -0.666  4.365  1.576  -0.080
C  -0.088  2.778  -0.094  -0.219
H  -6.456  -0.811  -1.645  0.060
H  -4.224  -0.493  -2.409  0.080
C  0.754  -0.856  0.695  -0.104
H  4.498  -3.644  -0.064  0.100
C  -1.336  -2.053  0.436  0.052
C  0.606  1.122  -1.712  0.000
H  -5.061  -2.056  1.475  0.129
H  -0.795  0.674  -3.260  0.106
C  4.103  0.616  -0.146  -0.033
C  -1.543  2.153  -1.907  -0.097
C  -2.004  -1.079  1.164  -0.267
H  -1.837  -2.910  0.016  0.117
H  5.899  -2.682  -0.388  0.098
O  0.256  3.452  1.038  -0.070
H  -0.190  4.772  2.467  0.095
O  -3.331  -1.055  1.435  -0.021
N  2.900  -1.771  0.165  0.156

Its structure (SMILES) is C=C(C)COc1ccc(-c2nc(N)ncc2Oc2ccccc2OC)c(O)c1. The orbital gap is 8.236 eV. Its spin multiplicity is 1. The energy is -1278.05023 hartree.

=====

[5]
Molecular formula: C10H16O
Method: DFT, ωB97M-V/def2-TZVPD

Last column: Löwdin charge in e.
Geometry (Å):
C  2.708  2.243  1.455  -0.140
C  -3.636  -1.807  -1.725  -0.062
C  -0.331  -2.023  0.993  -0.336
H  -0.095  0.071  0.669  0.096
C  -0.691  -0.806  0.418  -0.032
H  -4.485  -2.101  -1.107  0.081
H  -3.845  -0.781  -2.038  0.068
C  -0.830  -3.186  0.439  -0.018
C  -2.339  -1.904  -0.956  -0.285
H  -2.423  -4.018  -0.744  0.113
H  0.712  -1.200  2.363  0.110
H  1.327  1.641  -0.143  0.077
H  3.726  3.130  -0.688  0.064
C  -1.656  -0.740  -0.557  -0.047
H  -0.428  -4.139  0.764  0.118
H  -2.062  0.173  -0.984  0.110
H  3.498  1.536  1.193  0.068
H  1.057  3.195  0.599  0.093
C  1.840  2.532  0.231  -0.311
C  2.667  3.310  -0.810  -0.113
O  0.484  -2.101  2.074  0.054
H  3.235  3.139  1.765  0.067
H  -3.577  -2.371  -2.659  0.077
H  2.459  4.359  -0.628  0.065
C  -1.889  -3.122  -0.452  -0.048
H  2.308  3.168  -1.829  0.068
H  2.265  1.804  2.357  0.063

Its structure (SMILES) is Cc1ccc(O)cc1.CCC. The orbital gap is 9.087 eV. Its spin multiplicity is 1. The energy is -465.85510 hartree.